A structure of composition C24H25N5PdS3Se at a distorted geometry, computed with ωB97M-V/def2-TZVPD.

Cartesian coordinates (Å):
1 Pd -0.98253 1.14963 0.38440
2 Se -1.47919 -1.10741 1.30502
3 S -5.13610 1.45202 2.53711
4 S -3.35835 1.94344 0.24091
5 S 3.65497 0.02210 0.68102
6 N 1.17747 0.32183 -0.06371
7 N 1.62226 0.90041 2.18990
8 N -2.71144 2.43551 2.83286
9 N -1.51286 2.67928 2.21875
10 N 0.36566 3.22847 0.38681
11 C 3.51709 -0.98838 -3.24515
12 C 2.15352 -0.77392 -3.45390
13 C -2.66425 -1.23322 -1.62959
14 C -0.96513 3.81505 2.30074
15 C 0.75472 -3.33166 1.48966
16 C 1.98554 0.45330 0.97392
17 C -0.19110 -5.37121 -2.99361
18 C 1.05094 5.13567 1.65139
19 C -1.00784 -2.34764 -0.05306
20 C -0.02771 -3.31667 0.20684
21 C -1.38295 -3.29895 -2.21906
22 C 1.33251 -0.34418 -2.42693
23 C -0.44236 -4.29332 -1.97551
24 C 0.20921 4.05248 1.43274
25 C 1.36717 3.46092 -0.45588
26 C -1.67507 -2.31252 -1.28728
27 C 3.25137 -0.34227 -0.97320
28 C 2.09350 5.36639 0.77105
29 C 2.25660 4.51412 -0.30858
30 C 0.24023 -4.27162 -0.76735
31 C -4.93921 1.62783 4.31775
32 C 4.07926 -0.77886 -1.99697
33 C 1.89021 -0.11679 -1.17227
34 C -3.57101 1.99288 1.96512
35 H 1.42626 -4.18876 1.51983
36 H 0.02096 -4.94656 -3.97603
37 H 2.27482 0.96961 2.94697
38 H 1.35644 -2.42720 1.58937
39 H -3.11735 -1.42888 -2.60088
40 H 5.13313 -0.95427 -1.82609
41 H 1.73051 -0.94961 -4.43420
42 H 1.45421 2.77300 -1.28913
43 H 2.76391 6.20251 0.92145
44 H -5.87658 1.29521 4.76098
45 H 0.88607 5.77707 2.50731
46 H 0.99907 -5.02107 -0.57028
47 H 0.09345 -3.37436 2.35802
48 H -1.90906 -3.28715 -3.16808
49 H -3.45940 -1.13892 -0.88929
50 H -1.38329 4.63735 2.88082
51 H -1.06926 -6.01119 -3.09852
52 H 0.64971 -6.00054 -2.70459
53 H -2.17282 -0.25857 -1.66131
54 H -4.74893 2.66406 4.58580
55 H -4.12001 1.00712 4.67331
56 H 4.14137 -1.32289 -4.06249
57 H 0.27034 -0.19177 -2.57200
58 H 0.65350 1.19370 2.27562
59 H 3.04782 4.65943 -1.03051

Results
<S²> = 2.015
multiplicity = 3
E_tot = -134076.163 eV
HOMO energy (alpha / beta) = -6.78 / -7.09 eV
net charge = 0
energy relative to the best compared isomer or geometry (same formula, charge and spin) = 0.445 eV
molecular weight = 665.08 u
Kohn-Sham gap (alpha / beta) = 6.82 / 5.33 eV